# C4H16NO2S

A 3-piece molecular cluster, C4H16NO2S overall (ωB97M-V/def2-TZVPD, the OMol25 dataset).

**F_max**: 1.57 eV/Å
**E**: -20822.1162 eV
**Orbital gap**: 8.73 eV
**ΔE to the lowest compared entry with this formula, charge and spin**: 12.3 kJ/mol
**Charge**: +1
**HOMO level**: -11.676 eV
**LUMO energy**: -2.9 eV

XYZ file:
```
24
Properties=species:S:1:pos:R:3:lowdin_charge:R:1
C 0.94 -0.34 0.56 -0.146
C -0.03 -1.32 -0.10 -0.242
C -1.44 -0.78 -0.25 -0.507
S -2.44 -0.94 1.26 0.808
C -2.82 -2.71 1.17 -0.382
N 1.30 0.78 -0.36 0.168
H 0.61 0.05 1.50 0.128
H 1.85 -0.88 0.73 0.128
H 0.00 -2.18 0.57 0.110
H 0.35 -1.71 -1.02 0.113
H -1.97 -1.18 -1.09 0.077
H -1.46 0.30 -0.44 0.047
H -1.92 -3.25 1.40 0.023
H -3.15 -2.95 0.15 0.044
H -3.68 -2.96 1.79 0.040
H 0.68 1.61 -0.32 0.103
H 2.22 1.23 -0.15 0.117
H 1.40 0.50 -1.33 0.164
H -1.33 2.73 -0.41 0.060
H -0.62 3.80 -1.19 0.078
O -0.44 3.10 -0.54 -0.047
H 3.69 3.08 -0.48 0.081
H 4.60 1.86 -0.69 0.077
O 3.68 2.15 -0.76 -0.041
```

***

# CH2N4O2

One molecule with the formula CH2N4O2 (ωB97M-V/def2-TZVPD, the OMol25 dataset).

**F_max**: 5.68 eV/Å
**E**: -11117.5686 eV
**Orbital gap (alpha / beta)**: 7.91 / 7.91 eV
**ΔE to the lowest compared entry with this formula, charge and spin**: 584.0 kJ/mol
**Charge**: 0
**HOMO level (alpha / beta)**: -10.360 / -10.359 eV
**LUMO energy (alpha / beta)**: -2.4 / -2.4 eV

XYZ file:
```
9
Properties=species:S:1:pos:R:3:lowdin_charge:R:1
C -1.28 0.22 0.00 -0.675
N 2.24 0.57 0.08 0.155
N -1.13 -1.11 -0.04 0.239
N 1.14 0.05 -0.03 -0.368
N 0.94 -1.15 -0.16 0.248
O -2.34 0.79 0.04 0.104
O -0.11 0.91 -0.01 0.098
H 2.31 1.58 0.07 0.093
H -1.78 -1.86 0.04 0.104
```

***

# C16H17N3O

One molecule with the formula C16H17N3O (ωB97M-V/def2-TZVPD, the OMol25 dataset).

**F_max**: 19.62 eV/Å
**E**: -23370.0839 eV
**Orbital gap**: 7.49 eV
**Structure (SMILES)**: c1ccc2cc3[nH]c(CN4CCOCC4)nc3cc2c1
**ΔE to the lowest compared entry with this formula, charge and spin**: 1589.2 kJ/mol
**Charge**: 0
**HOMO level**: -7.371 eV
**LUMO energy**: 0.1 eV

XYZ file:
```
37
Properties=species:S:1:pos:R:3:lowdin_charge:R:1
C 5.81 -0.07 -0.19 -0.229
C 4.94 -1.04 -0.35 -0.023
C 3.59 -0.63 -0.12 0.028
C 2.50 -1.75 -0.20 0.028
C 1.17 -1.54 -0.07 -0.155
N -0.07 -2.20 0.12 0.118
C -1.06 -1.43 0.54 -0.189
N -0.57 0.00 0.51 0.174
C 0.76 0.01 0.33 -0.104
C 1.79 0.93 0.49 -0.068
C 3.03 0.82 0.26 -0.265
C 4.01 1.69 0.20 0.026
C 5.44 1.08 -0.06 -0.094
H 6.21 2.10 0.14 0.172
H 3.84 2.59 0.43 0.031
H 1.42 1.96 0.88 0.158
H -1.10 0.63 0.77 0.011
C -2.43 -1.81 0.60 -0.073
N -3.36 -0.76 0.08 -0.102
C -3.55 -0.38 -1.11 -0.344
C -2.74 0.85 -1.59 0.051
O -2.71 1.76 -0.18 -0.148
C -3.74 1.69 0.54 -0.300
C -3.90 0.22 1.27 0.092
H -3.20 0.28 1.74 -0.035
H -4.79 0.03 1.42 0.039
H -4.62 1.63 -0.11 0.116
H -3.58 2.50 1.22 0.131
H -3.23 1.40 -2.20 0.038
H -1.63 0.57 -1.71 0.141
H -3.15 -1.12 -1.92 0.163
H -4.60 -0.26 -1.59 0.146
H -2.46 -2.63 -0.07 0.119
H -2.58 -2.18 1.54 0.107
H 2.67 -2.80 -0.42 0.103
H 5.09 -1.84 -0.56 -0.018
H 6.82 -0.31 -0.64 0.154
```

***

# C12H16N2O

A 2-piece molecular cluster, C12H16N2O overall (ωB97M-V/def2-TZVPD, the OMol25 dataset).

**F_max**: 5.33 eV/Å
**E**: -17727.3762 eV
**Orbital gap**: 8.90 eV
**Structure (SMILES)**: CCc1c[nH]cn1.Cc1ccc(O)cc1
**ΔE to the lowest compared entry with this formula, charge and spin**: 458.2 kJ/mol
**Charge**: 0
**HOMO level**: -8.348 eV
**LUMO energy**: 0.6 eV

XYZ file:
```
31
Properties=species:S:1:pos:R:3:lowdin_charge:R:1
C 1.77 -2.32 0.06 -0.065
C 0.95 1.03 -2.36 -0.410
C 2.26 0.70 -2.01 -0.044
C -0.07 0.19 -2.11 -0.042
C 2.62 -0.32 -1.16 -0.026
C 0.26 -1.07 -1.51 -0.006
C 1.56 -1.26 -0.93 -0.261
O 0.57 2.14 -2.98 0.027
H 3.06 1.37 -2.50 0.137
H 1.27 2.91 -3.05 0.174
H -1.07 0.51 -2.32 0.108
H 3.62 -0.48 -0.82 0.110
H -0.49 -1.81 -1.62 0.092
H 0.79 -2.91 0.10 0.113
H 1.67 -1.92 0.98 0.006
H 2.67 -2.95 0.01 0.095
C -1.10 -0.20 3.38 -0.237
C 0.35 -0.72 3.54 -0.101
C -1.38 0.23 2.02 -0.409
C -1.45 1.47 1.40 0.013
C -2.51 -0.21 0.25 -0.140
N -2.04 -0.75 1.40 0.097
N -2.19 1.19 0.16 0.035
H -1.90 -1.03 3.77 0.151
H -1.20 0.73 4.16 0.143
H 0.73 -0.79 2.55 0.020
H -1.07 2.42 1.57 0.083
H -2.29 -0.73 -0.65 0.073
H -1.66 1.52 -0.67 0.110
H 0.16 -1.82 3.70 0.084
H 1.03 -0.22 4.23 0.072
```

***

# C24H19I2N3ORu

C24H19I2N3ORu as an isolated structure (ωB97M-V/def2-TZVPD, the OMol25 dataset).

**F_max**: 0.77 eV/Å
**2S+1**: 2
**E**: -50490.2594 eV
**Orbital gap (alpha / beta)**: 6.69 / 5.84 eV
**⟨S²⟩**: 0.771
**ΔE to the lowest compared entry with this formula, charge and spin**: 159.8 kJ/mol
**Charge**: +1
**HOMO level (alpha / beta)**: -10.407 / -10.279 eV
**LUMO energy (alpha / beta)**: -3.7 / -4.4 eV

XYZ file:
```
50
Properties=species:S:1:pos:R:3:lowdin_charge:R:1
Ru -0.07 0.34 -0.40 1.354
I 3.99 4.38 -5.05 0.904
C 2.59 3.64 -3.70 -0.741
C 1.24 3.85 -3.91 -0.215
C 0.31 3.34 -3.02 -0.644
I -1.72 3.64 -3.36 0.946
C 0.71 2.62 -1.89 -0.413
O -0.24 2.16 -1.05 -0.307
C 2.09 2.42 -1.68 -0.166
C 2.56 1.66 -0.47 -0.131
N 2.04 0.27 -0.50 -0.132
C 2.35 -0.55 0.71 -0.107
C 0.99 -0.97 1.31 -0.411
C 1.07 -1.81 2.55 -0.014
C 0.45 -1.40 3.66 -0.052
C -0.33 -0.18 3.69 -0.055
C -0.43 0.58 2.58 -0.118
N 0.28 0.27 1.44 -0.108
C 3.01 2.92 -2.59 -0.112
H 0.90 4.41 -4.78 0.086
H 2.18 2.11 0.44 0.130
H 3.65 1.66 -0.43 0.131
H 2.39 -0.19 -1.34 0.140
H 2.83 0.08 1.45 0.139
H 3.03 -1.37 0.49 0.124
H 1.60 -2.75 2.47 0.128
H 0.50 -2.00 4.56 0.115
H -0.82 0.13 4.60 0.108
H -1.01 1.49 2.53 0.124
H 4.06 2.75 -2.42 0.102
C -4.16 0.97 0.86 -0.020
C -4.40 -0.25 1.46 -0.020
C -3.46 -1.27 1.36 0.005
C -2.29 -1.03 0.66 -0.219
N -2.06 0.18 0.11 -0.035
C -2.96 1.16 0.19 -0.079
C -1.28 -2.09 0.32 -0.111
C -1.83 -3.26 -0.19 -0.005
C -1.04 -4.24 -0.77 -0.028
C 0.32 -4.03 -0.92 -0.038
C 0.88 -2.87 -0.42 -0.032
C 0.13 -1.90 0.24 -0.172
H -4.88 1.77 0.91 0.119
H -5.32 -0.42 2.01 0.122
H -3.62 -2.23 1.82 0.129
H -2.69 2.09 -0.28 0.104
H -2.91 -3.39 -0.18 0.124
H -1.50 -5.15 -1.14 0.121
H 0.94 -4.77 -1.41 0.119
H 1.95 -2.75 -0.50 0.110
```

***

# C2H2N2O

One molecule with the formula C2H2N2O (ωB97M-V/def2-TZVPD, the OMol25 dataset).

**F_max**: 1.34 eV/Å
**E**: -7130.0307 eV
**Orbital gap**: 9.94 eV
**ΔE to the lowest compared entry with this formula, charge and spin**: 367.9 kJ/mol
**Charge**: 0
**HOMO level**: -9.814 eV
**LUMO energy**: 0.1 eV

XYZ file:
```
7
Properties=species:S:1:pos:R:3:lowdin_charge:R:1
O 0.69 2.08 0.09 0.055
C -0.21 1.28 0.16 -0.290
C -0.03 0.00 0.87 0.019
N 0.53 -0.89 0.27 -0.093
N 0.62 -1.89 -0.44 0.101
H -1.22 1.44 -0.28 0.125
H -0.38 -2.02 -0.67 0.083
```

***

# C23H37O3Sr

C23H37O3Sr as an isolated structure (ωB97M-V/def2-TZVPD, the OMol25 dataset).

**F_max**: 2.97 eV/Å
**E**: -31425.7277 eV
**Orbital gap (alpha / beta)**: 3.40 / 2.44 eV
**ΔE to the lowest compared entry with this formula, charge and spin**: 0.0 kJ/mol
**Charge**: -1
**HOMO level (alpha / beta)**: -1.104 / -0.137 eV
**LUMO energy (alpha / beta)**: 2.3 / 2.3 eV

XYZ file:
```
64
Properties=species:S:1:pos:R:3:lowdin_charge:R:1
O -0.27 -0.20 -1.02 -0.232
C 0.83 -0.48 -1.97 -0.153
C 0.18 0.39 -3.03 -0.103
H 0.90 -1.55 -2.24 0.106
H 1.81 -0.10 -1.60 0.094
C -0.91 0.68 -2.01 -0.545
H -0.21 -0.19 -3.86 0.062
H 0.79 1.23 -3.40 0.128
C -2.26 0.07 -2.32 -0.014
H -2.14 -0.98 -2.63 0.096
H -2.81 0.61 -3.10 0.088
H -2.87 0.08 -1.41 0.067
C -0.96 2.12 -1.57 -0.016
H 0.06 2.53 -1.48 0.078
H -1.47 2.20 -0.60 0.077
H -1.51 2.73 -2.30 0.092
Sr 1.01 -0.55 1.29 0.921
C 1.38 2.05 2.71 -0.219
C 2.62 1.34 2.72 -0.255
C 3.09 1.28 1.38 -0.291
H 3.15 1.02 3.61 0.074
C 2.15 1.94 0.55 -0.273
C 1.10 2.43 1.38 -0.207
H 0.29 3.09 1.07 0.082
H 0.83 2.39 3.59 0.085
H 4.03 0.82 1.06 0.076
H 2.27 2.16 -0.51 0.077
C -1.55 -0.45 3.33 -0.396
C -2.02 0.73 2.53 -0.115
C -2.53 0.31 1.33 -0.197
H -1.98 1.75 2.93 0.084
C -2.38 -1.12 1.23 -0.215
C -1.77 -1.60 2.35 -0.169
H -1.61 -2.63 2.67 0.068
H -2.19 -0.59 4.21 0.112
H -3.03 0.93 0.59 0.072
H -2.74 -1.71 0.38 0.079
O 0.73 -1.15 -5.04 -0.215
C 0.13 -0.32 -6.10 -0.176
C 0.45 -0.90 -7.49 -0.164
H 0.53 0.70 -6.01 0.117
H -0.96 -0.27 -5.94 0.119
C 1.48 -2.02 -7.20 -0.161
H 0.88 -0.13 -8.14 0.105
H -0.46 -1.32 -7.94 0.107
C 1.40 -2.27 -5.68 -0.185
H 2.48 -1.67 -7.48 0.107
H 1.22 -2.93 -7.77 0.103
H 2.40 -2.38 -5.23 0.118
H 0.81 -3.18 -5.48 0.116
C 1.36 0.03 5.61 -0.048
C -0.07 -0.35 5.26 -0.613
C -0.39 -1.74 5.79 -0.041
C -1.03 0.65 5.91 -0.046
O -0.18 -0.33 3.80 -0.209
H 1.52 -0.04 6.69 0.082
H 1.57 1.07 5.32 0.072
H 2.09 -0.63 5.12 0.085
H -0.26 -1.77 6.88 0.083
H -1.44 -2.01 5.58 0.082
H 0.27 -2.49 5.35 0.088
H -0.99 1.64 5.45 0.087
H -2.07 0.29 5.92 0.080
H -0.74 0.77 6.97 0.086
```

***

# C6H11N

One molecule with the formula C6H11N (ωB97M-V/def2-TZVPD, the OMol25 dataset).

**F_max**: 1.09 eV/Å
**E**: -7890.4574 eV
**Orbital gap**: 12.28 eV
**Structure (SMILES)**: CCC[C@@H](C)C#N
**ΔE to the lowest compared entry with this formula, charge and spin**: 7.1 kJ/mol
**Charge**: 0
**HOMO level**: -11.352 eV
**LUMO energy**: 0.9 eV

XYZ file:
```
18
Properties=species:S:1:pos:R:3:lowdin_charge:R:1
C -2.48 -0.15 -1.01 -0.115
C -1.38 0.08 0.03 -0.276
C 0.03 -0.22 -0.46 -0.192
C 1.07 -0.16 0.68 -0.372
C 2.53 -0.19 0.20 -0.068
C 0.86 1.05 1.51 -0.216
N 0.70 2.00 2.15 0.158
H -3.46 0.04 -0.57 0.071
H -2.36 0.52 -1.87 0.074
H -2.47 -1.18 -1.38 0.072
H -1.43 1.12 0.38 0.104
H -1.59 -0.54 0.91 0.116
H 0.09 -1.22 -0.90 0.122
H 0.32 0.49 -1.25 0.125
H 0.90 -1.01 1.34 0.146
H 2.71 -1.10 -0.38 0.082
H 2.75 0.68 -0.43 0.087
H 3.22 -0.18 1.05 0.084
```

***

> Which value of charge does entry 4 give?

0